Density functional theory data (ωB97M-V/def2-TZVPD) for a molecular structure, C18H31AsI2NO at a distorted geometry.

Geometry (Å):
C: -5.616 0.376 -0.674
C: -4.404 0.796 -1.507
C: -3.071 0.558 -0.791
O: -2.119 0.111 -1.689
As: -0.302 0.367 -1.074
C: 1.547 0.749 -0.315
C: 1.738 2.182 0.189
C: 1.558 2.329 1.701
C: 2.355 3.534 2.254
N: 3.711 3.210 2.676
C: 0.024 -1.645 -1.030
C: 0.378 -2.138 0.332
C: 1.682 -2.553 0.621
C: 2.036 -2.991 1.895
C: 1.088 -3.023 2.923
C: 1.480 -3.514 4.299
C: -0.210 -2.619 2.638
C: -0.572 -2.178 1.362
C: 0.299 0.542 -3.061
I: 1.562 2.253 -3.398
C: 0.008 -0.120 -4.171
C: 0.513 0.167 -5.558
I: -1.345 -1.741 -4.169
H: -6.496 0.929 -1.003
H: -5.485 0.596 0.382
H: -5.852 -0.676 -0.798
H: -4.505 1.844 -1.773
H: -4.389 0.214 -2.423
H: -2.759 1.505 -0.326
H: -3.234 -0.166 0.019
H: -0.629 1.912 -1.111
H: -0.851 0.284 0.411
H: 1.690 0.098 0.542
H: 2.320 0.453 -1.023
H: 2.769 2.478 -0.026
H: 1.106 2.895 -0.334
H: 0.508 2.423 1.966
H: 1.966 1.447 2.187
H: 1.815 3.998 3.074
H: 2.422 4.274 1.458
H: 3.748 2.912 3.637
H: 4.117 2.500 2.085
H: -0.930 -2.092 -1.287
H: 0.773 -1.949 -1.755
H: 2.433 -2.519 -0.152
H: 3.057 -3.297 2.065
H: 2.423 -3.061 4.584
H: 1.585 -4.595 4.285
H: 0.720 -3.228 5.017
H: -0.968 -2.640 3.409
H: -1.585 -1.867 1.171
H: 0.078 1.090 -5.931
H: 0.216 -0.626 -6.235
H: 1.595 0.213 -5.569

Computed properties:
* HOMO energy: -4.4 eV
* largest force on an atom: 1.59 eV/A
* net charge: -1
* orbital gap: 6.95 eV
* LUMO level: 2.52 eV